Here is a molecular structure, C12H25CrF3NO2P2 at a distorted geometry from the Open Molecules 2025 dataset. Energies are from ωB97M-V with the def2-TZVPD basis set.

## Properties
Multiplicity ... 4
HOMO level (alpha / beta) ... -5.209 / -6.554 eV
Strongest force on any atom ... 3.640 eV/A
⟨S²⟩ ... 3.862
Energy above the lowest of the compared OMol25 structures with the same formula, charge and spin ... 0.0 kJ/mol
E_tot ... -2704.10439 Eh

Geometry as XYZ:
```
46
C12H25CrF3NO2P2 | the Open Molecules 2025 dataset | ωB97M-V with the def2-TZVPD basis set
Cr -0.681 -0.379 1.120
P -2.324 -0.107 -0.510
P 1.442 -0.482 1.996
F -1.399 -2.042 3.307
F -2.614 -2.885 1.662
F -0.482 -3.361 1.765
O 0.442 -0.620 -5.103
O 3.192 -2.154 -2.070
N 0.244 1.321 0.065
C 2.144 1.199 1.637
C 1.420 3.466 -1.302
C -3.736 0.769 0.183
C -0.327 1.836 -1.044
C 1.560 -0.716 3.788
C 2.655 -1.616 1.272
C 0.224 2.908 -1.745
C -2.867 -1.449 -1.575
C 2.047 2.902 -0.191
C -1.368 -2.320 1.943
C -1.643 1.230 -1.507
C 1.446 1.827 0.462
H 2.687 -1.570 0.176
H 2.604 -0.646 4.121
H -0.160 0.168 -5.050
H -1.930 -1.287 0.678
H 1.873 4.316 -1.800
H 3.657 -1.381 1.665
H 0.631 -0.854 -4.202
H 1.142 -1.707 4.011
H 3.004 3.280 0.204
H -2.440 1.987 -1.473
H -0.289 3.290 -2.639
H 2.944 -2.493 -2.961
H 3.221 1.069 1.435
H -4.426 0.237 0.842
H -3.745 -1.074 -2.113
H -3.329 1.641 0.705
H -3.144 -2.367 -1.037
H -1.508 0.222 2.248
H 0.943 0.048 4.278
H 2.344 -2.633 1.555
H -2.053 -1.688 -2.277
H -1.596 0.911 -2.546
H -4.234 1.067 -0.737
H 2.403 -1.671 -1.788
H 2.030 1.806 2.552
```